A structure of composition C32H21BrCl2F3N3OPSSe2W, computed with ωB97M-V with the def2-TZVPD basis set.

Properties
F_max = 1.16 eV Å⁻¹
HOMO (spin up / spin down) = -10.133 / -10.510 eV
expectation value of S² = 2.033
energy relative to the best compared isomer or geometry (same formula, charge and spin) = 0.8958 eV
total charge = +1
spin multiplicity = 3

CARTESIAN COORDINATES (ANGSTROEM)
W 0.10319 0.09842 0.25739
Cl -1.80988 -4.27676 1.62984
C -1.87048 -2.81010 2.51921
C -2.53474 -2.75286 3.75814
C -2.59740 -1.58837 4.47031
Cl -3.43192 -1.55541 5.98775
C -1.99788 -0.40661 3.97901
C -1.99825 0.84505 4.62289
C -1.39544 1.90690 4.00633
C -0.79836 1.74589 2.75610
N -0.75557 0.59014 2.11929
C -1.35278 -0.48639 2.73424
C -1.26905 -1.68690 2.00593
O -0.61736 -1.63802 0.86061
H -3.00022 -3.64837 4.14907
H -2.48017 0.95614 5.58648
H -1.38924 2.88582 4.46640
H -0.36058 2.58769 2.23842
F 4.91289 -2.27139 -0.45327
C 4.07635 -3.00830 -1.20227
F 4.79724 -3.55059 -2.19812
F 3.61645 -4.00698 -0.43943
C 2.95558 -2.16775 -1.75951
C 2.74891 -2.10560 -3.11361
C 1.72934 -1.29830 -3.62348
C 0.95796 -0.58761 -2.75107
N 1.13482 -0.65011 -1.41952
C 2.10707 -1.43804 -0.90003
S 2.12672 -1.43023 0.81798
H 3.38282 -2.67800 -3.77817
H 1.54476 -1.22971 -4.68677
H 0.16688 0.06394 -3.08689
Se -2.10394 -0.47812 -1.23078
P -2.53367 1.59601 -0.84670
Se -0.55324 2.51563 -0.66326
C -3.56871 1.84423 0.62202
C -4.32224 0.79859 1.14098
C -5.20187 1.04056 2.19131
C -5.32704 2.31781 2.71586
C -4.56308 3.36085 2.20399
C -3.68035 3.12622 1.16233
C -3.46906 2.43030 -2.14712
C -3.41867 3.81818 -2.26625
C -4.19219 4.44883 -3.22740
C -5.00656 3.69886 -4.06804
C -5.04554 2.31720 -3.95677
C -4.27321 1.67698 -2.99658
H -4.22748 -0.19748 0.72699
H -5.79013 0.22631 2.59621
H -6.01791 2.50206 3.52926
H -4.65519 4.35859 2.61551
H -3.07349 3.93596 0.77476
H -2.76127 4.40041 -1.63107
H -4.15816 5.52737 -3.32490
H -5.60302 4.19652 -4.82257
H -5.67303 1.73437 -4.62030
H -4.29008 0.59695 -2.90769
Br 5.68062 3.85760 1.46296
C 4.14623 2.84729 1.13485
C 3.42833 2.29798 2.18223
C 2.29896 1.56845 1.89472
N 1.84135 1.37288 0.65107
C 2.55458 1.89960 -0.34911
C 3.70619 2.63281 -0.15682
H 3.75212 2.41633 3.20712
H 1.75115 1.08766 2.68900
H 2.18448 1.72914 -1.34610
H 4.24470 3.02662 -1.00721

=====

A cluster of 10 separate species, C61H137N7O10 in total, computed with ωB97M-V with the def2-TZVPD basis set.

Properties
F_max = 3.26 eV Å⁻¹
HOMO = -7.790 eV
spin multiplicity = 1

CARTESIAN COORDINATES (ANGSTROEM)
C -0.31239 2.25723 -2.80459
C -0.80351 3.66491 -3.26507
C -1.69166 3.43546 -4.51163
C -1.46586 4.39632 -2.11395
C -1.61390 5.88881 -2.41859
C -0.21604 6.46879 -2.73789
C 0.42119 5.77839 -3.93607
C -0.24812 6.07673 -5.26784
C 1.83460 6.44016 -3.97228
N 0.53076 4.38063 -3.62519
O 1.12014 3.59936 -4.65330
H -1.13830 1.81297 -2.25397
H -0.03991 1.60979 -3.64415
H 0.47526 2.37668 -2.08294
H -2.45531 4.22812 -4.63986
H -1.09177 3.50094 -5.41872
H -2.25811 2.50823 -4.49198
H -2.46848 4.03004 -1.94980
H -0.94248 4.26864 -1.17863
H -2.23667 6.01952 -3.30341
H -2.08627 6.45812 -1.64519
H 0.42182 6.39538 -1.84217
H -0.28847 7.50511 -3.03510
H -0.01617 7.08287 -5.59474
H -1.35044 6.01239 -5.24646
H 0.05933 5.46566 -6.10085
H 2.46475 5.92965 -4.66044
H 2.32321 6.36273 -2.96330
H 1.85423 7.50135 -4.32079
H 2.12126 3.52183 -4.48636
C -5.26969 -0.80185 -4.02096
C -4.01207 -0.49013 -4.86571
C -4.37076 0.78389 -5.72827
C -2.76405 -0.26872 -4.05152
C -2.16759 -1.62914 -3.50840
C -1.74755 -2.40302 -4.83114
C -2.99569 -2.77156 -5.64916
C -2.48598 -3.36359 -6.99391
C -3.78787 -3.84628 -4.92642
N -3.69009 -1.50427 -5.92874
O -4.91592 -1.81421 -6.68445
H -5.23052 -1.54929 -3.26118
H -5.64352 0.10013 -3.51247
H -6.05132 -1.15290 -4.69547
H -4.49875 1.67002 -5.07702
H -3.58494 1.01682 -6.47637
H -5.30398 0.64748 -6.28467
H -1.95876 0.14801 -4.71183
H -2.92345 0.53109 -3.29510
H -1.27200 -1.44316 -2.91081
H -2.95693 -2.14921 -3.04651
H -1.08974 -3.25147 -4.68579
H -1.16038 -1.72995 -5.43460
H -3.31280 -3.74067 -7.58802
H -1.68041 -4.10389 -6.83431
H -2.04274 -2.56210 -7.56084
H -3.10969 -4.69768 -4.74384
H -4.56237 -4.18347 -5.62969
H -4.26221 -3.53038 -4.00225
H -4.72229 -1.50229 -7.57410
C -3.98084 -1.59242 2.02217
C -3.21944 -1.11992 0.79007
C -2.23414 -2.14429 0.23855
C -4.13711 -0.82406 -0.40474
C -5.03065 0.39012 -0.19355
C -4.14860 1.63683 0.03757
C -3.16659 1.47757 1.26204
C -2.07769 2.51230 1.02680
C -3.81117 1.58767 2.60756
N -2.50412 0.16232 0.98598
O -1.51598 -0.06732 1.96165
H -3.45825 -1.56743 2.98578
H -4.91065 -1.04031 2.21130
H -4.28356 -2.61554 1.89854
H -1.67667 -1.54073 -0.42482
H -1.64161 -2.69561 0.95804
H -2.66976 -2.87482 -0.44823
H -3.45248 -0.61142 -1.25235
H -4.71149 -1.71048 -0.65050
H -5.72132 0.60697 -1.02823
H -5.61712 0.20373 0.71373
H -4.67855 2.59005 0.14082
H -3.43228 1.56794 -0.77801
H -2.47909 3.54238 0.91669
H -1.47721 2.30548 0.13616
H -1.34902 2.59123 1.85646
H -4.68425 0.94700 2.75336
H -4.17707 2.60129 2.76506
H -3.07484 1.39176 3.40446
H -0.64689 0.09268 1.55416
C -0.06090 1.50361 4.51300
C -0.35177 2.64051 5.48319
C -0.93223 3.86600 4.77307
C -1.35948 2.23341 6.53440
C -0.71712 1.17666 7.46407
C 0.36278 1.92171 8.16975
C 1.48595 2.39887 7.23809
C 2.32177 3.41612 7.98797
C 2.37586 1.21276 6.86786
N 0.86262 3.09980 6.15221
O 1.75999 3.65846 5.31454
H 0.60627 0.79282 4.94950
H -1.01365 1.04458 4.15785
H 0.48457 1.83963 3.62435
H -1.01860 4.67909 5.49011
H -0.35305 4.23574 3.94967
H -1.97626 3.78620 4.37677
H -1.68860 3.08612 7.11552
H -2.15859 1.76502 6.01253
H -1.39810 0.75340 8.17894
H -0.29693 0.33212 6.93108
H 0.78255 1.27611 8.94609
H -0.04000 2.73855 8.74463
H 3.23832 3.58945 7.38679
H 2.61557 2.89648 8.92305
H 1.84305 4.29389 8.32908
H 1.80205 0.34363 6.51987
H 3.02962 0.95573 7.70110
H 2.96172 1.50282 5.97821
H 2.21567 2.93762 4.85092
C -1.35266 -1.88365 5.15060
C -1.03736 -3.35949 5.34479
C -1.00881 -3.70894 6.86934
C -2.06183 -4.31534 4.72006
C -1.98572 -4.35272 3.15525
C -0.49811 -4.70039 2.74331
C 0.61001 -3.71785 3.31061
C 1.95291 -4.41358 3.12790
C 0.72114 -2.34373 2.66869
N 0.30159 -3.61508 4.76035
O 1.30894 -2.81067 5.45635
H -2.20846 -1.56013 5.74705
H -0.47603 -1.28690 5.42208
H -1.57123 -1.63606 4.12249
H -0.99169 -4.76834 7.07227
H -0.25612 -3.17671 7.41742
H -1.96507 -3.31847 7.31186
H -1.90879 -5.37599 4.99584
H -3.06926 -3.94626 5.07614
H -2.56779 -5.08372 2.58488
H -2.14808 -3.30996 2.86252
H -0.48546 -4.77301 1.65511
H -0.27471 -5.66011 3.23028
H 2.09983 -4.73223 2.13120
H 1.99099 -5.34347 3.74554
H 2.80888 -3.80017 3.49255
H -0.11617 -1.72221 2.87677
H 0.82799 -2.44051 1.57520
H 1.61374 -1.92553 3.12329
H 1.66194 -3.51235 6.02125
C 1.13846 -4.34492 -0.73026
C 1.47105 -4.50358 -2.22233
C 0.32862 -5.21028 -2.96527
C 1.78608 -3.13698 -2.90866
C 3.14246 -2.56983 -2.49878
C 4.24366 -3.48556 -2.99038
C 4.07628 -4.84882 -2.30415
C 4.98398 -5.91319 -3.06477
C 4.56472 -4.75479 -0.90033
N 2.71155 -5.30265 -2.51833
O 2.52891 -6.57740 -1.87403
H 0.32547 -3.63784 -0.51964
H 0.89739 -5.32377 -0.29284
H 1.98452 -4.01432 -0.12163
H 0.51826 -5.27949 -4.03706
H 0.21702 -6.22871 -2.55455
H -0.61734 -4.69794 -2.86450
H 1.79061 -3.30300 -3.99357
H 0.98646 -2.38918 -2.76475
H 3.25681 -1.55437 -2.83125
H 3.20927 -2.47425 -1.35505
H 5.23775 -3.09949 -2.72329
H 4.10259 -3.63195 -4.08345
H 4.60695 -6.07313 -4.06131
H 5.03174 -6.88827 -2.57329
H 6.02284 -5.55342 -3.21622
H 4.41707 -5.66439 -0.34113
H 4.07399 -3.97674 -0.33091
H 5.67557 -4.58416 -0.91023
H 2.69509 -7.11991 -2.67632
C 7.20169 3.18819 -2.36677
O 5.93543 2.49226 -2.45202
C 4.90037 3.08533 -1.73985
C 3.61953 2.95080 -2.57242
C 3.23516 1.48753 -2.83047
N 3.84099 3.58456 -3.88323
H 7.96629 2.58150 -2.81417
H 7.58437 3.22554 -1.37268
H 7.16825 4.21763 -2.77681
H 4.83944 2.60072 -0.72450
H 5.20903 4.15973 -1.56731
H 2.78223 3.36106 -2.05977
H 2.30814 1.47471 -3.42925
H 3.20413 0.93963 -1.91690
H 3.99278 1.02699 -3.49525
H 4.02820 4.58534 -3.73229
H 4.54202 3.15560 -4.48630
C 3.66780 0.33927 3.31378
O 3.49726 1.71789 3.60811
H 4.63822 0.05385 2.95174
H 3.56219 -0.27168 4.24430
H 2.94493 -0.02795 2.61264
H 4.31269 2.17935 3.33882
C 1.59429 3.73227 0.85766
O 2.25831 2.45916 0.97727
H 2.40809 4.42219 0.73538
H 0.95274 3.64449 0.00743
H 1.06835 4.00268 1.80236
H 2.57585 2.34793 1.89164
C 0.98783 -0.49571 -0.33131
O 0.75340 0.32664 0.77281
H 0.89622 -1.53431 -0.02111
H 0.23556 -0.27334 -1.08071
H 1.96592 -0.31922 -0.73252
H 1.25653 1.15033 0.69696

=====

A structure of composition AgBr2Cl3, computed with ωB97M-V with the def2-TZVPD basis set.

Properties
F_max = 0.67 eV Å⁻¹
HOMO (spin up / spin down) = 1.198 / 1.391 eV
expectation value of S² = 0.756
total charge = -3
spin multiplicity = 2

CARTESIAN COORDINATES (ANGSTROEM)
Ag 0.05841 -0.01392 -0.03289
Cl 1.78993 -1.55417 -1.49873
Cl 1.51051 2.00985 0.61628
Cl 0.31299 -1.80981 2.09400
Br -2.31841 0.79986 1.35467
Br -1.35342 0.56818 -2.53333